A 7-piece molecular cluster, ClH12O6 overall. Source: the Open Molecules 2025 dataset; level of theory: wB97M-V/def2-TZVPD.

Computed properties:
Multiplicity ... 1
Gap between HOMO and LUMO ... 9.5 eV
Total energy ... -25006.00101 eV
Total charge ... -1

Each atom is followed by the atoms it is bonded to, with distances in Å.
Element x y z (Å)
1 Cl 1.237 0.248 -0.163  no bonds
2 O -1.126 -0.082 2.186  H3 0.957, H4 0.957
3 H -1.444 0.385 1.414  O2 0.957
4 H -0.354 -0.557 1.878  O2 0.957
5 O 1.328 2.175 2.553  H6 0.957, H7 0.957
6 H 1.120 1.815 1.691  O5 0.957
7 H 1.709 1.440 3.034  O5 0.957
8 O 1.300 -2.413 -2.399  H9 0.957, H10 0.957
9 H 1.545 -2.775 -1.548  O8 0.957
10 H 1.243 -1.469 -2.251  O8 0.957
11 O -2.286 -0.064 -0.874  H12 0.957, H13 0.957
12 H -1.336 0.051 -0.873  O11 0.957
13 H -2.545 0.092 -1.782  O11 0.957
14 O -0.690 2.971 -1.672  H15 0.957, H16 0.957
15 H -0.299 2.888 -2.542  O14 0.957
16 H -0.110 2.467 -1.100  O14 0.957
17 O 0.300 -2.494 1.187  H18 0.957, H19 0.957
18 H -0.360 -2.841 0.588  O17 0.957
19 H 0.769 -1.836 0.672  O17 0.957


One molecule with the formula C6H12O. Source: the Open Molecules 2025 dataset; level of theory: wB97M-V/def2-TZVPD.

Computed properties:
Multiplicity ... 1
Gap between HOMO and LUMO (alpha / beta) ... 8.3 / 8.3 eV
Total energy ... -8460.67182 eV

Each atom is followed by the atoms it is bonded to, with distances in Å.
Element x y z (Å)
1 C -0.622 -0.833 1.914  C2 1.491, H8 1.097, H9 1.085, H10 1.097
2 C -0.210 -0.929 0.484  C1 1.491, O3 1.398, C4 1.491
3 O 0.409 -2.176 0.356  C2 1.398, H11 0.974
4 C -0.721 -0.491 -0.847  C2 1.491, C5 1.559, H12 1.103, H13 1.091
5 C 0.524 0.156 -1.526  C4 1.559, C6 1.524, H14 1.101, H15 1.094
6 C 0.598 1.552 -0.918  C5 1.524, C7 1.516, H16 1.101, H17 1.098
7 C 0.366 1.315 0.561  C6 1.516, H18 1.110, H19 1.091
8 H -1.108 -1.733 2.311  C1 1.097
9 H -1.199 0.074 2.062  C1 1.085
10 H 0.323 -0.715 2.460  C1 1.097
11 H 0.216 -2.555 -0.520  O3 0.974
12 H -1.117 -1.314 -1.465  C4 1.103
13 H -1.497 0.262 -0.700  C4 1.091
14 H 1.425 -0.383 -1.197  C5 1.101
15 H 0.499 0.129 -2.620  C5 1.094
16 H -0.188 2.173 -1.377  C6 1.101
17 H 1.557 2.041 -1.132  C6 1.098
18 H -0.474 1.937 0.934  C7 1.110
19 H 1.218 1.490 1.220  C7 1.091


A 2-piece molecular cluster, CHCl2N2O2 overall at a distorted geometry. Source: the Open Molecules 2025 dataset; level of theory: wB97M-V/def2-TZVPD.

Computed properties:
Multiplicity ... 1
Gap between HOMO and LUMO ... 8.3 eV
Total energy ... -33169.39306 eV
Total charge ... -1

Each atom is followed by the atoms it is bonded to, with distances in Å.
Element x y z (Å)
1 C -1.135 0.564 -0.142  N2 1.364, Cl6 1.734, Cl7 1.777
2 N -0.329 1.661 -0.048  C1 1.364, N3 1.301
3 N 0.970 1.734 -0.012  N2 1.301, O4 1.254, O5 1.214
4 O 1.656 0.805 -0.502  N3 1.254
5 O 1.478 2.767 0.372  N3 1.214
6 Cl -1.989 0.631 -1.649  C1 1.734
7 Cl -2.358 0.517 1.145  C1 1.777
8 H -0.377 -0.903 -0.292  no bonds